A cluster of 9 separate species, C26H50N4O5S5 in total. Source: OMol25; level of theory: wB97M-V/def2-TZVPD.

CARTESIAN COORDINATES (ANGSTROEM)
H -22.015 -12.505 10.026
O -24.697 -19.655 4.652
H -25.930 -17.069 3.152
H -23.016 -15.263 9.236
C -20.000 -17.929 15.430
H -23.341 -13.256 4.746
S -25.322 -17.118 11.914
H -24.765 -17.995 2.214
C -15.442 -17.772 7.279
H -21.098 -13.513 12.206
H -25.019 -19.062 10.430
C -20.555 -13.515 11.273
N -14.916 -19.002 7.749
H -18.400 -13.458 6.567
H -19.735 -12.518 8.161
C -25.151 -20.929 8.040
H -26.723 -17.553 5.310
H -22.462 -14.787 7.633
C -24.870 -17.302 3.049
H -22.241 -19.611 7.937
C -21.147 -17.595 14.854
H -13.934 -19.236 7.745
H -20.974 -16.544 10.305
O -20.273 -12.794 4.535
H -24.718 -17.509 9.596
S -21.834 -17.162 7.964
C -23.325 -20.923 9.357
H -24.130 -13.476 6.345
H -20.655 -16.324 4.357
C -20.243 -15.387 3.985
C -25.366 -18.038 10.295
C -19.276 -16.346 14.046
H -22.161 -17.949 14.965
H -15.582 -20.517 8.963
C -17.010 -19.004 8.173
C -19.967 -12.959 9.119
C -15.846 -19.641 8.389
N -24.141 -20.182 7.419
O -21.047 -16.994 6.618
H -26.580 -17.945 13.756
O -26.140 -15.822 11.844
H -24.064 -9.694 6.830
C -21.007 -12.876 10.138
C -19.308 -14.008 11.037
H -19.754 -18.553 16.277
H -20.851 -15.094 3.130
H -19.959 -16.022 8.926
H -23.868 -15.838 7.925
C -18.643 -14.288 5.904
H -22.783 -21.055 10.281
H -14.878 -17.046 6.713
H -24.281 -11.174 7.888
H -19.989 -17.678 9.485
H -25.813 -18.051 6.724
H -17.413 -17.048 7.112
H -24.127 -16.508 2.975
H -25.686 -19.339 13.087
H -24.438 -12.086 5.129
C -23.586 -10.474 7.423
C -24.560 -21.538 9.135
S -20.311 -14.094 5.315
H -24.143 -19.716 6.524
H -22.980 -9.950 8.162
H -18.640 -14.627 11.617
H -18.334 -15.189 6.432
H -25.155 -22.115 9.827
C -23.108 -20.187 8.223
C -23.737 -12.754 5.629
H -18.007 -14.399 5.026
H -17.950 -19.232 8.654
C -22.842 -15.623 8.222
H -26.142 -21.103 7.646
H -21.346 -16.210 13.169
S -24.403 -18.138 4.657
C -26.269 -18.452 12.842
C -25.736 -17.526 5.772
O -21.963 -10.764 5.304
N -18.942 -17.217 14.984
N -18.837 -13.420 9.821
H -17.946 -13.563 9.369
H -25.504 -16.467 5.888
H -27.167 -18.747 12.299
H -17.985 -17.184 15.306
H -18.478 -15.781 13.588
S -22.518 -11.617 6.433
H -19.251 -15.559 3.567
C -16.787 -17.864 7.443
C -20.640 -16.624 13.874
C -20.615 -16.804 9.309
H -26.432 -18.144 10.098

Calculated values
**HOMO energy**: -8.00 eV
**Charge**: 0
**Orbital gap**: 8.29 eV
**ΔE to the lowest compared entry with this formula, charge and spin**: 103.2 kcal/mol

---

A structure of composition C5H7NO2. Source: OMol25; level of theory: wB97M-V/def2-TZVPD.

CARTESIAN COORDINATES (ANGSTROEM)
C 1.833 -1.581 0.071
H -2.601 0.928 -0.490
C -2.494 -0.317 0.051
C 1.048 -0.376 -0.108
O -1.308 -0.988 -0.091
H 1.670 -2.135 1.063
C -0.281 -0.124 -0.017
O -0.557 1.167 0.017
N 1.650 0.860 -0.042
H -3.202 -1.151 -0.505
C 0.699 1.764 -0.004
H 1.602 -2.423 -0.616
H -2.656 -0.276 1.272
H 0.761 2.892 0.283
H 2.967 -1.492 -0.081

Calculated values
**HOMO energy**: -8.27 eV
**Charge**: 0
**Orbital gap**: 9.05 eV
**ΔE to the lowest compared entry with this formula, charge and spin**: 77.5 kcal/mol

---

A cluster of 2 separate species, CH3NO3 in total. Source: OMol25; level of theory: wB97M-V/def2-TZVPD.

CARTESIAN COORDINATES (ANGSTROEM)
O 2.138 -1.007 0.125
O 3.278 0.800 0.074
H -1.171 -0.851 0.925
H -1.566 -0.758 -0.940
O -1.759 0.865 0.087
C -1.453 -0.287 0.080
H 2.866 1.679 0.124
N 2.065 0.120 -0.178

Calculated values
**SMILES**: O=NO.C=O
**HOMO energy**: -10.16 eV
**Charge**: 0
**Orbital gap**: 10.11 eV
**ΔE to the lowest compared entry with this formula, charge and spin**: 61.6 kcal/mol

---

A structure of composition C32H54BClN12O5PS. Source: OMol25; level of theory: wB97M-V/def2-TZVPD.

CARTESIAN COORDINATES (ANGSTROEM)
H 1.758 5.018 -3.261
N -7.376 -3.221 0.894
H -0.439 -1.228 3.221
C -0.226 -0.429 5.166
H 1.771 4.298 -1.651
H -2.338 -0.809 -6.642
H -0.001 -0.569 -1.616
H -3.062 2.813 8.296
C -4.853 -1.304 -2.230
C 1.525 -2.657 8.477
C -0.181 -5.801 -5.905
C -0.759 5.183 -0.576
H -2.960 5.745 1.658
H 5.096 2.374 -0.844
C -0.056 -3.051 -4.002
N -4.604 -3.010 -6.372
C 0.522 3.200 -3.168
H -0.795 5.524 -2.804
C 1.188 -4.874 0.628
C -5.021 -2.108 0.923
Cl -2.032 2.555 -3.186
H 0.727 1.555 1.162
H -4.552 -2.189 1.904
C 3.332 2.463 -2.048
H -1.595 -2.329 -7.114
H -2.421 4.376 2.621
H 0.105 -4.825 0.747
H -2.283 4.883 -2.248
C 3.982 -7.210 3.795
H 3.443 -8.158 3.805
N 7.137 6.371 0.251
H 4.110 4.900 -1.552
O -3.563 3.465 -0.447
H -4.289 4.104 -0.521
H -1.508 5.947 -0.309
C -5.813 -1.995 -3.081
H 0.900 -3.571 -4.021
H 9.358 4.352 -0.760
H -4.158 4.401 2.048
N -0.926 -2.704 -1.569
H 9.447 4.339 0.996
C 4.364 4.403 -0.602
C 0.264 -0.640 3.812
C 1.771 4.044 -2.741
H -5.079 -1.050 0.676
H 0.290 5.491 -0.686
H 0.725 -7.591 -5.244
C 3.067 -6.079 3.880
H 1.511 -3.921 0.209
C -0.535 -2.857 -2.639
H -0.754 -3.637 -4.587
H -6.198 -2.891 -2.593
N -0.510 2.843 -0.801
C -2.967 2.479 7.263
C -1.044 3.830 0.226
N 2.346 -5.189 3.948
B -2.635 3.928 0.455
H 4.679 -7.219 4.632
C -1.198 4.809 -2.064
C -2.264 -1.867 -6.388
H 8.219 3.389 0.171
N -0.625 -0.248 6.226
C 7.846 5.471 0.205
H 0.512 2.999 -0.688
C -6.338 -2.731 0.907
H -1.904 2.418 7.034
H 1.217 -1.170 3.808
H -0.824 -7.235 -4.492
C 2.572 -2.297 7.528
C -3.572 -2.507 -6.379
H 0.193 3.604 -4.142
C -0.698 3.313 -2.216
C -3.117 4.653 1.804
N 1.890 -6.868 -0.895
N -4.098 -0.758 -1.555
N 3.392 -2.010 6.777
H -6.664 -1.356 -3.315
H -3.369 1.468 7.209
C 8.760 4.335 0.150
H -0.765 -7.815 -6.151
N -4.200 4.080 5.617
H -0.378 3.951 1.095
O 3.056 1.328 -2.204
H 0.411 0.305 3.297
H -1.784 -1.935 -5.414
H 3.766 4.769 0.250
O 0.055 0.846 1.082
H 3.636 2.428 0.125
N -0.115 -4.718 -6.281
H -5.361 -2.301 -4.025
O 2.988 3.363 -3.040
H 1.781 -2.346 9.490
O 0.271 0.371 -1.546
H 0.576 -2.186 8.220
H 5.449 4.571 -0.431
H -4.352 -2.575 0.202
H 4.569 -7.176 2.877
H 0.809 2.153 -3.378
C 1.580 -5.990 -0.222
H 1.359 -3.734 8.499
H 0.082 -2.100 -4.517
C -3.657 3.377 6.344
H 1.621 -4.955 1.626
S -2.416 0.345 -0.445
C 4.103 2.859 -0.779
C -0.265 -7.174 -5.426
P -0.638 1.083 -0.420

Calculated values
**HOMO energy**: -11.27 eV
**Charge**: +1
**Orbital gap**: 8.19 eV